DFT (ωB97M-V/def2-TZVPD) results for a structure of composition C3H2LaO3 in a non-equilibrium geometry.

Geometry as XYZ:
```
9
Properties=species:S:1:pos:R:3:lowdin_charge:R:1
H -0.206 1.504 0.679 0.17
O -1.785 0.411 -0.154 -0.41
C -0.486 0.815 -0.165 -0.26
C 0.433 -0.385 0.123 -0.33
C 1.817 -0.239 0.062 0.08
O -0.064 -1.543 0.313 -0.19
O 2.953 -0.090 0.142 0.37
La -2.494 -1.753 0.122 2.41
H -0.169 1.279 -1.120 0.16
```

gap between HOMO and LUMO (alpha / beta): 0.2418 / 0.3217 Eh
energy above the lowest of the compared OMol25 structures with the same formula, charge and spin: 0.0000 eV
LUMO energy (alpha / beta): -10.068 / -10.095 eV
2S+1: 2
total charge: +2
expectation value of S²: 0.76